1.
Formula: C19H24N4O2
Source: the OMol25 dataset
Level of theory: wB97M-V/def2-TZVPD

Computed properties:
Strongest force on any atom ... 0.718 eV/Å
HOMO energy ... -8.6 eV
Total charge ... 0

Structure (XYZ):
```
49
Properties=species:S:1:pos:R:3:forces:R:3:mulliken_charge:R:1
C -4.686803 -3.343782 -2.209214 0.2 0.1 0.2 -1.378
C -3.304185 -2.818871 -1.841791 -0.1 -0.1 -0.4 -0.178
C -2.456428 -2.556044 -3.085303 0.2 0.0 0.4 -0.561
C -1.044699 -2.075646 -2.747909 -0.1 -0.1 -0.4 -0.978
N -1.054240 -0.752638 -2.168539 -0.4 -0.4 0.2 0.143
C -0.341080 0.268727 -2.667377 -0.3 0.4 0.3 0.291
O 0.372938 0.190619 -3.647794 0.3 0.1 -0.3 -0.692
C -0.482220 1.569029 -1.876359 0.3 -0.2 0.0 -0.808
C 0.635829 1.657536 -0.826551 -0.4 -0.2 -0.4 -0.344
C 0.345049 0.714235 0.355750 0.2 0.1 -0.2 0.349
O -0.744566 0.181192 0.479973 -0.2 0.0 0.1 -0.774
N 1.358096 0.541659 1.228598 -0.1 -0.1 0.0 0.480
C 2.690671 1.132234 1.101840 0.5 0.4 -0.3 -0.464
C 3.497941 0.633643 2.311521 0.1 0.0 0.0 -0.658
C 2.520713 -0.226094 3.053511 -0.2 0.0 -0.1 0.472
C 2.698851 -0.931665 4.223207 -0.1 0.0 -0.1 -0.672
C 1.634089 -1.665129 4.729560 0.0 -0.1 0.1 -0.506
C 0.418890 -1.683179 4.067173 0.1 0.0 0.1 -0.636
C 0.229771 -0.976672 2.887802 -0.2 0.0 -0.1 -0.886
C 1.295369 -0.248644 2.389546 0.1 -0.3 0.5 0.453
N 0.763858 3.005998 -0.329201 0.1 0.2 0.1 0.341
C 1.599742 3.977941 -0.809552 0.2 0.2 -0.1 -0.351
C 1.349214 5.091119 -0.062480 0.2 -0.1 -0.2 -0.549
N 0.382811 4.826911 0.855787 -0.3 0.3 0.4 -0.688
C 0.048185 3.582473 0.669161 -0.1 -0.1 0.1 -0.002
H -5.277262 -3.527062 -1.314698 -0.1 0.0 0.0 0.378
H -5.216045 -2.622474 -2.827901 -0.1 0.0 -0.1 0.342
H -4.606575 -4.275702 -2.764675 0.0 -0.1 -0.1 0.334
H -2.795761 -3.548773 -1.207327 0.1 0.0 0.1 0.275
H -3.413798 -1.897274 -1.267029 0.0 0.0 0.1 0.228
H -2.945285 -1.806982 -3.711098 0.0 0.0 -0.1 0.277
H -2.376601 -3.477236 -3.665808 0.0 0.0 -0.1 0.389
H -0.569709 -2.778837 -2.053413 0.0 0.0 -0.1 0.364
H -0.438965 -2.011578 -3.655222 0.0 -0.1 0.2 0.386
H -1.499214 -0.634179 -1.268632 0.2 0.2 -0.1 0.209
H -1.453772 1.629008 -1.385890 0.1 0.1 0.0 0.205
H -0.371474 2.401597 -2.572835 0.0 -0.1 0.0 0.499
H 1.581820 1.376003 -1.305524 -0.1 0.1 0.1 0.576
H 2.620328 2.222392 1.100666 0.0 -0.1 -0.1 0.115
H 3.148840 0.811660 0.161266 0.0 0.1 0.1 0.286
H 3.842922 1.461980 2.932005 0.0 0.0 -0.1 0.345
H 4.373765 0.059688 2.004621 0.0 0.1 0.0 0.343
H 3.649208 -0.911213 4.734821 0.1 0.0 0.1 0.438
H 1.756343 -2.222631 5.645555 0.0 -0.1 0.1 0.389
H -0.401784 -2.256044 4.471384 -0.1 0.0 0.0 0.397
H -0.717661 -0.993433 2.377725 0.0 0.0 0.0 0.487
H 2.277729 3.791630 -1.616821 0.1 -0.1 -0.2 0.434
H 1.800221 6.060674 -0.124537 0.2 0.2 -0.1 0.439
H -0.695067 3.053832 1.232008 -0.2 -0.2 0.1 0.461
```
Positions in Å, forces in eV/Å.

2.
Formula: C19H24N4O3
Source: the OMol25 dataset
Level of theory: wB97M-V/def2-TZVPD

Computed properties:
Strongest force on any atom ... 0.501 eV/Å
HOMO energy ... -8.1 eV
Total charge ... 0

Structure (XYZ):
```
50
Properties=species:S:1:pos:R:3:forces:R:3:mulliken_charge:R:1
C -3.518468 -2.851143 2.381515 0.0 0.0 0.0 -1.302
C -2.204008 -2.235857 2.532585 0.0 0.0 -0.1 0.264
C -1.136512 -1.696641 2.614488 0.0 0.1 0.1 0.001
C 0.128670 -0.969386 2.659133 0.3 -0.1 -0.1 -0.631
C 0.107708 0.287215 1.770931 -0.4 0.2 0.0 0.511
N -0.431195 0.042153 0.441489 0.1 -0.5 0.1 -0.150
C -1.800666 -0.010229 0.281010 0.0 0.3 0.0 -0.580
O -2.580766 0.656530 0.937983 0.0 0.0 0.0 -0.731
C -2.255492 -0.908883 -0.788287 0.0 0.0 -0.1 1.094
N -1.412114 -1.694983 -1.519350 0.0 0.0 0.0 -0.552
C -2.157233 -2.393576 -2.332173 0.0 0.0 0.0 -0.440
N -3.484828 -2.095534 -2.166657 0.0 0.0 0.0 0.078
C -4.603609 -2.592931 -2.797307 0.0 0.0 0.0 -0.321
C -5.817114 -2.133525 -2.434520 0.0 0.0 0.0 -0.522
C -5.942993 -1.142358 -1.409461 0.0 0.0 0.0 -0.446
C -4.844354 -0.648621 -0.788267 0.0 0.0 0.0 -0.522
C -3.565623 -1.132258 -1.170052 0.0 0.0 0.0 0.631
C 1.486036 0.937861 1.729449 0.0 0.0 0.0 -0.315
O 2.254996 0.840976 2.672869 0.0 0.0 0.0 -0.717
N 1.758586 1.644777 0.614978 0.0 0.0 0.0 -0.123
C 3.026199 2.328909 0.427455 0.0 0.0 0.0 -0.183
C 2.775448 3.573770 -0.400412 0.0 0.0 0.0 -1.021
O 2.253037 3.158867 -1.660506 0.0 0.0 0.0 -0.529
C 4.067136 1.385633 -0.177059 0.0 0.0 0.0 -0.719
C 5.462531 1.986450 -0.288046 0.0 0.0 0.0 -0.252
C 6.491275 0.956573 -0.738397 0.0 0.0 0.0 -1.362
H -4.285217 -2.081667 2.280723 0.0 0.0 0.0 0.294
H -3.550929 -3.481547 1.491545 0.0 0.0 0.0 0.295
H -3.766111 -3.469338 3.244584 0.0 0.0 0.0 0.357
H 0.379390 -0.668763 3.675448 0.0 0.0 0.0 0.357
H 0.939754 -1.625712 2.328522 0.0 0.0 0.0 0.309
H -0.568345 1.015354 2.227639 0.0 0.0 0.0 0.331
H 0.035739 -0.691759 -0.081351 0.0 0.0 0.0 0.368
H -1.817734 -3.119287 -3.052591 0.0 0.0 0.0 0.393
H -4.432134 -3.338319 -3.559600 0.0 0.0 0.0 0.364
H -6.695067 -2.523720 -2.928029 0.0 0.0 0.0 0.380
H -6.929044 -0.792205 -1.137182 0.0 0.0 0.0 0.429
H -4.885257 0.098272 -0.009428 0.0 0.0 0.0 0.508
H 1.101092 1.620978 -0.149135 0.0 0.0 0.0 0.431
H 3.368380 2.641775 1.416982 0.0 0.0 0.0 0.491
H 2.057272 4.212323 0.123305 0.0 0.0 0.0 0.440
H 3.707625 4.130968 -0.527924 0.0 0.0 0.0 0.487
H 1.985480 3.934359 -2.160521 0.0 0.0 0.0 0.306
H 4.106195 0.500262 0.463300 0.0 0.0 0.0 0.418
H 3.720172 1.059676 -1.161419 0.0 0.0 0.0 0.250
H 5.456354 2.820454 -0.995073 0.0 0.0 0.0 0.263
H 5.757134 2.400707 0.681716 0.0 0.0 0.0 0.309
H 7.486756 1.393773 -0.822459 0.0 0.0 0.0 0.394
H 6.547294 0.128032 -0.029957 0.0 0.0 0.0 0.331
H 6.224539 0.541594 -1.712480 0.0 0.0 0.0 0.333
```
Positions in Å, forces in eV/Å.

3.
Formula: C19H24N4O3
Source: the OMol25 dataset
Level of theory: wB97M-V/def2-TZVPD

Computed properties:
Strongest force on any atom ... 0.328 eV/Å
HOMO energy ... -8.2 eV
Total charge ... 0

Structure (XYZ):
```
50
Properties=species:S:1:pos:R:3:forces:R:3:mulliken_charge:R:1
H 1.038911 0.692669 6.948789 0.0 0.0 0.0 0.248
N 1.801341 1.353960 7.040857 0.0 0.0 0.0 -0.792
C 2.003386 1.976011 5.962580 0.0 0.0 0.0 0.391
N 2.957783 2.946366 5.745760 0.0 0.0 0.0 -0.082
C 2.876357 3.401001 4.446401 0.0 0.0 0.0 -0.261
C 1.894213 2.719316 3.851743 0.0 0.0 0.0 0.475
C 1.395612 2.896513 2.476604 0.0 0.0 -0.1 0.139
O 1.814222 3.843754 1.822500 0.0 0.0 0.0 -0.699
N 0.493180 2.024848 1.974688 0.0 0.0 0.0 0.143
C 0.116422 0.701647 2.491913 -0.1 0.0 0.0 -0.742
C -0.303336 -0.059550 1.234447 0.0 -0.1 0.0 0.510
C 0.902533 -0.695431 0.545748 0.0 0.0 0.0 -1.498
C -0.956836 1.060445 0.413103 0.0 0.0 0.0 -0.453
N -1.180014 0.728314 -0.971548 0.0 0.0 0.0 -0.038
C -2.277654 1.148715 -1.657689 0.1 -0.1 0.0 0.456
O -3.117817 1.884382 -1.173789 0.0 0.0 0.0 -0.667
C -2.407060 0.557775 -3.045887 -0.3 0.1 0.1 -0.789
C -2.906696 -0.901782 -2.964082 0.1 0.0 -0.3 -1.093
C -1.782255 -1.903351 -2.865500 0.0 0.0 0.2 0.240
C -1.600353 -2.665491 -1.716869 0.0 0.0 0.0 -0.226
C -0.545872 -3.565175 -1.630944 0.0 0.0 0.0 -0.797
C 0.339033 -3.705215 -2.687550 0.0 0.0 0.0 -0.525
C 0.180262 -2.950050 -3.847499 0.0 0.0 0.0 0.692
C 1.149554 -3.081002 -4.991262 0.0 0.0 0.0 -1.475
C -0.884050 -2.059226 -3.918841 0.0 0.0 0.0 -0.193
C -0.021811 2.253163 0.627794 0.0 0.0 0.0 -1.156
O 1.334766 1.833924 4.772555 0.0 0.0 0.0 -0.340
H 3.581735 3.248700 6.470156 0.0 0.0 0.0 0.162
H 3.500425 4.171043 4.031725 0.0 0.0 0.0 0.491
H 0.948569 0.221273 3.000024 0.0 0.0 0.0 0.477
H -0.712692 0.785687 3.198522 0.0 0.0 0.0 0.248
H -1.033892 -0.834045 1.476058 0.0 0.0 0.0 0.414
H 1.643715 0.056727 0.265135 0.0 0.0 0.0 0.315
H 1.388719 -1.404059 1.217110 0.0 0.0 0.0 0.428
H 0.617478 -1.253330 -0.348731 0.0 0.0 0.0 0.246
H -1.929887 1.299601 0.844087 0.0 0.0 0.0 0.427
H -0.556853 0.080389 -1.424753 0.0 0.0 0.0 0.266
H -1.457448 0.602934 -3.581895 0.0 0.0 0.0 0.465
H -3.131091 1.172363 -3.576248 0.0 0.0 0.0 0.382
H -3.485582 -1.114903 -3.865373 0.0 0.0 0.0 0.435
H -3.590220 -1.010251 -2.120901 0.0 0.0 0.0 0.395
H -2.291290 -2.555133 -0.888982 0.0 0.0 0.0 0.325
H -0.415529 -4.160024 -0.735467 0.0 0.0 0.0 0.399
H 1.158720 -4.410403 -2.617334 0.0 0.0 0.0 0.396
H 0.658615 -2.902824 -5.947693 0.0 0.0 0.0 0.385
H 1.960105 -2.355081 -4.896660 0.0 0.0 0.0 0.280
H 1.598054 -4.073561 -5.017297 0.0 0.0 0.0 0.393
H -1.022226 -1.474216 -4.823484 0.0 0.0 0.0 0.419
H 0.794433 2.262950 -0.099599 0.0 0.0 0.0 0.388
H -0.537686 3.209624 0.557599 0.0 0.0 0.0 0.400
```
Positions in Å, forces in eV/Å.

4.
Formula: C19H24N4O3S
Source: the OMol25 dataset
Level of theory: wB97M-V/def2-TZVPD

Computed properties:
Strongest force on any atom ... 1.052 eV/Å
HOMO energy ... -8.5 eV
Total charge ... 0

Structure (XYZ):
```
51
Properties=species:S:1:pos:R:3:forces:R:3:mulliken_charge:R:1
C -1.053115 -3.415616 1.638001 -0.2 -0.1 0.2 -0.783
O -0.056353 -2.943172 0.762946 0.2 0.2 -0.3 -0.421
C -0.435144 -2.297838 -0.376860 0.1 0.1 -0.2 0.757
C -1.756594 -2.117971 -0.772268 0.0 -0.2 0.2 -0.566
C -2.052966 -1.438401 -1.940845 0.0 0.0 0.0 -0.598
C -1.037937 -0.945970 -2.740029 0.0 0.1 -0.1 -0.614
C 0.279566 -1.132879 -2.356791 -0.1 -0.1 0.1 -0.105
C 0.598004 -1.793623 -1.180572 -0.1 -0.2 0.2 -0.123
C 2.035209 -1.908868 -0.742297 0.0 -0.1 0.1 -0.663
N 2.703047 -0.619604 -0.882517 -0.1 -0.1 -0.1 0.196
C 4.122021 -0.648026 -0.608973 0.2 0.0 0.2 -0.794
C 4.444497 -0.887443 0.871565 0.1 -0.2 -0.4 -0.687
N 3.611879 -0.047550 1.704986 0.4 -0.1 0.3 -0.040
C 2.421371 0.484830 1.360796 -0.1 -0.2 -0.2 -0.267
O 1.690476 1.006559 2.179229 -0.3 0.2 0.2 -0.700
C 2.053619 0.432796 -0.118733 -0.1 0.2 -0.1 1.994
C 2.317982 1.808451 -0.770912 -0.1 0.1 0.4 -1.071
C 1.110060 2.718364 -0.596514 0.4 -0.1 -0.4 0.317
O 1.130988 3.747653 0.036926 0.0 0.3 0.4 -0.667
N 0.011186 2.269826 -1.255325 -0.2 -0.1 -0.3 -0.084
C -1.314934 2.740871 -0.922511 0.0 0.2 0.0 -0.980
C -2.020357 1.758671 -0.035129 0.4 -0.1 0.4 -0.161
C -1.507373 1.206249 1.098468 -0.2 -0.1 0.0 0.178
S -2.632552 0.105444 1.786803 -0.3 0.5 -0.6 -0.205
C -3.735757 0.474614 0.466997 0.4 -0.4 0.9 0.778
C -5.068220 -0.164995 0.372644 -0.2 -0.1 0.0 -1.205
N -3.267045 1.325857 -0.368238 -0.5 0.3 -0.6 -0.632
H -1.675135 -4.180139 1.161531 0.0 0.0 0.0 0.350
H -0.518151 -3.859979 2.475896 -0.1 0.0 0.0 0.266
H -1.684738 -2.600929 2.004576 0.0 -0.1 -0.1 0.215
H -2.563025 -2.498344 -0.165999 -0.1 0.0 0.1 0.471
H -3.084576 -1.292105 -2.221955 -0.1 0.0 0.0 0.328
H -1.270660 -0.420276 -3.653464 0.0 0.0 -0.1 0.417
H 1.089027 -0.752783 -2.962406 0.1 0.1 -0.1 0.385
H 2.056494 -2.294494 0.286251 0.1 0.0 -0.1 0.437
H 2.562915 -2.618566 -1.388285 0.0 0.0 0.1 0.388
H 4.531877 0.317247 -0.916464 0.1 0.0 0.0 0.353
H 4.587585 -1.428229 -1.214993 0.0 0.1 0.0 0.474
H 4.278803 -1.943344 1.126912 0.1 0.1 0.0 0.298
H 5.495722 -0.654820 1.066637 -0.1 -0.1 -0.1 0.410
H 3.825841 -0.024571 2.693462 -0.2 0.1 -0.1 0.315
H 0.976669 0.238764 -0.147595 0.2 0.1 0.1 -1.166
H 2.501691 1.649283 -1.834775 0.0 0.0 0.0 0.438
H 3.182817 2.299802 -0.324766 -0.1 0.1 -0.1 0.415
H 0.055171 1.372859 -1.718503 0.0 0.0 0.1 0.068
H -1.906329 2.883855 -1.829796 0.0 0.0 0.1 0.259
H -1.187475 3.700021 -0.411892 -0.1 -0.1 -0.2 0.475
H -0.558288 1.379048 1.568940 0.3 0.1 0.1 0.576
H -5.586019 0.219015 -0.501926 0.0 0.0 0.0 0.328
H -4.969704 -1.246396 0.287895 -0.1 -0.1 0.0 0.272
H -5.656455 0.050209 1.263431 -0.1 0.0 0.0 0.371
```
Positions in Å, forces in eV/Å.

Energy? In order: -30149.373, -32195.275, -32196.622, -43031.632 eV.
Frontier orbital gap? In order: 9.23, 8.51, 8.84, 9.13 eV.
Energy relative to the best compared isomer or geometry (same formula, charge and spin)? In order: 5.9, 283.7, 153.7, 108.9 kJ/mol.